1.
C14H15N3O3S2 as an isolated structure in a non-equilibrium geometry, computed with ωB97M-V/def2-TZVPD.

lowest unoccupied orbital energy: 0.00530 Ha
electronic energy: -47029.814 eV
orbital gap: 0.32760 hartree
total charge: 0
E_HOMO: -8.770 eV
maximum force: 16.5 eV/Å

Cartesian coordinates (Å):
O1 3.69 1.13 0.05
C1 2.62 0.57 -0.44
N1 1.67 -0.04 0.33
C2 0.46 -0.59 -0.37
H1 0.41 -0.67 -1.61
C3 -0.71 0.27 0.06
N2 -0.70 0.47 1.48
S1 -1.24 -1.21 2.34
O2 -0.83 -1.13 3.70
O3 -1.07 -2.29 1.59
C4 -2.84 -0.76 2.35
C5 -3.80 -1.55 1.51
C6 -5.37 -1.00 1.52
C7 -5.20 0.22 2.55
S2 -3.68 0.44 3.04
H2 -6.06 0.94 2.69
H3 -6.25 -1.24 1.09
H4 -3.71 -2.24 0.89
C8 0.56 0.72 2.27
H5 0.54 0.84 3.26
C9 1.80 -0.06 1.56
H6 2.85 0.63 1.95
H7 1.78 -0.97 2.07
H8 0.71 2.03 1.88
H9 -1.49 -0.56 -0.06
H10 -0.76 1.20 -0.17
H11 0.32 -1.58 -0.17
C10 2.66 0.59 -1.88
C11 3.48 0.07 -2.91
C12 3.27 0.14 -4.21
C13 2.40 0.84 -4.63
N3 1.52 1.48 -4.00
C14 1.64 1.49 -2.58
H12 0.89 2.07 -2.15
H13 2.16 1.05 -5.85
H14 4.08 -0.45 -4.71
H15 4.20 -0.86 -2.42

=====

2.
C20H18N2O4OsS2 as an isolated structure, computed with ωB97M-V/def2-TZVPD.

lowest unoccupied orbital energy: -0.31419 Ha
electronic energy: -56322.017 eV
orbital gap: 0.22576 hartree
total charge: +2
E_HOMO: -14.693 eV
maximum force: 0.5 eV/Å

Cartesian coordinates (Å):
Os1 0.40 -0.20 -0.64
S1 -2.65 1.57 2.06
C1 -2.37 -0.06 2.61
C2 -2.95 -0.72 3.69
C3 -2.53 -2.02 3.94
C4 -1.55 -2.63 3.15
C5 -0.98 -1.98 2.08
C6 -1.41 -0.68 1.81
N1 -0.96 0.16 0.79
C7 -1.51 1.36 0.82
C8 -1.06 2.29 -0.18
C9 -1.48 3.61 -0.30
C10 -0.91 4.42 -1.27
C11 0.08 3.91 -2.10
C12 0.51 2.59 -1.97
C13 -0.06 1.75 -1.02
H1 -3.69 -0.24 4.31
H2 -2.96 -2.55 4.78
H3 -1.23 -3.64 3.39
H4 -0.20 -2.45 1.49
H5 -2.24 4.00 0.36
H6 -1.23 5.45 -1.38
H7 0.54 4.54 -2.84
H8 1.32 2.27 -2.62
N2 0.97 -0.41 -2.70
C14 2.17 -0.81 -2.09
C15 3.19 0.13 -1.82
C16 3.93 -0.05 -0.68
C17 3.59 -1.13 0.13
C18 2.95 -2.28 -0.39
C19 2.21 -2.11 -1.52
S2 2.88 -0.64 1.68
O1 2.44 -1.76 2.42
O2 3.54 0.48 2.24
O3 1.62 -0.08 0.83
H9 0.44 -1.14 -3.17
H10 1.01 0.44 -3.27
H11 3.25 1.05 -2.39
H12 4.54 0.75 -0.28
H13 2.87 -3.17 0.22
H14 1.57 -2.90 -1.91
C20 -2.52 -1.50 -1.20
O4 -1.43 -0.66 -1.71
H15 -3.18 -1.72 -2.03
H16 -3.04 -0.99 -0.40
H17 -2.05 -2.41 -0.83
H18 -1.82 0.15 -2.08

=====

3.
A 2-piece molecular cluster, C29H44Cl2NO7PS overall in a non-equilibrium geometry, computed with ωB97M-V/def2-TZVPD.

lowest unoccupied orbital energy: -0.03914 Ha
electronic energy: -91776.815 eV
orbital gap: 0.27553 hartree
total charge: 0
E_HOMO: -8.563 eV
maximum force: 1.6 eV/Å
structure (SMILES): C=Cc1cc2c(c(COCCOCC)c1CCCCN)C(=O)C(P(O)(O)=S)=C(OC[C@H](C)C(C)C)C2=O.ClCCCl

Cartesian coordinates (Å):
C1 -0.39 -3.99 -3.14
C2 0.34 -2.86 -2.99
C3 0.09 -1.87 -1.90
C4 -0.51 -0.65 -2.17
C5 -0.71 0.27 -1.17
C6 -0.30 0.00 0.13
C7 0.30 -1.23 0.43
C8 0.71 -1.61 1.84
O1 -0.15 -2.59 2.40
C9 -1.53 -2.27 2.33
C10 -2.26 -3.08 1.25
O2 -2.76 -2.19 0.25
C11 -4.06 -2.52 -0.21
C12 -4.30 -1.83 -1.53
C13 0.50 -2.19 -0.60
C14 1.17 -3.50 -0.28
C15 2.67 -3.52 -0.71
C16 3.64 -3.84 0.44
C17 4.22 -2.62 1.19
N1 4.04 -1.33 0.50
C18 -0.54 1.07 1.15
O3 -0.74 0.87 2.32
C19 -0.47 2.48 0.61
P1 0.23 3.71 1.74
O4 0.39 5.11 0.98
O5 1.72 3.14 1.97
S1 -0.67 3.94 3.40
C20 -0.91 2.73 -0.65
O6 -0.83 3.96 -1.19
C21 -1.98 4.48 -1.89
C22 -3.18 4.87 -1.02
C23 -2.75 5.57 0.27
C24 -4.22 3.73 -0.82
C25 -5.62 4.37 -0.95
C26 -4.18 3.01 0.53
C27 -1.40 1.55 -1.45
O7 -2.30 1.60 -2.26
H1 0.12 -4.94 -3.29
H2 -1.47 -3.95 -3.15
H3 1.16 -2.65 -3.68
H4 -0.82 -0.43 -3.19
H5 1.70 -2.08 1.79
H6 0.82 -0.74 2.47
H7 -1.96 -2.51 3.30
H8 -1.71 -1.21 2.17
H9 -1.57 -3.79 0.79
H10 -3.09 -3.62 1.72
H11 -4.82 -2.21 0.52
H12 -4.11 -3.61 -0.37
H13 -3.77 -2.32 -2.34
H14 -3.95 -0.79 -1.49
H15 -5.37 -1.83 -1.77
H16 1.05 -3.76 0.76
H17 0.66 -4.29 -0.83
H18 2.76 -4.34 -1.42
H19 2.94 -2.62 -1.25
H20 3.08 -4.42 1.17
H21 4.44 -4.49 0.09
H22 3.88 -2.60 2.23
H23 5.30 -2.76 1.26
H24 4.35 -0.61 1.15
H25 3.06 -1.13 0.33
H26 0.86 5.06 0.14
H27 2.20 3.02 1.14
H28 -1.62 5.40 -2.34
H29 -2.28 3.84 -2.72
H30 -3.69 5.63 -1.61
H31 -2.46 4.91 1.08
H32 -3.54 6.24 0.62
H33 -1.90 6.22 0.05
H34 -4.15 3.03 -1.66
H35 -5.72 4.98 -1.85
H36 -5.81 4.99 -0.07
H37 -6.38 3.58 -0.92
H38 -4.45 1.96 0.39
H39 -3.20 3.00 1.01
H40 -4.90 3.42 1.24
Cl1 7.07 -0.61 2.01
C28 8.81 -0.68 1.67
C29 9.15 -1.77 0.68
Cl2 8.89 -3.39 1.36
H41 9.33 -0.82 2.61
H42 9.10 0.29 1.26
H43 10.20 -1.70 0.40
H44 8.54 -1.68 -0.22

=====

4.
The molecule C17H16N4O4S2 in a non-equilibrium geometry, computed with ωB97M-V/def2-TZVPD.

lowest unoccupied orbital energy: -0.01075 Ha
electronic energy: -53708.692 eV
orbital gap: 0.30751 hartree
total charge: 0
E_HOMO: -8.660 eV
maximum force: 1.7 eV/Å
structure (SMILES): COc1cccc(C(=O)Nc2nnc(S(=O)(=O)Nc3cccc(C)c3)s2)c1

Cartesian coordinates (Å):
C1 -5.30 -2.59 2.22
H1 -4.27 -2.81 2.52
O1 -5.68 -1.29 2.60
C2 -5.01 -0.24 2.07
C3 -5.44 1.03 2.47
C4 -4.83 2.16 1.99
C5 -3.76 2.07 1.11
C6 -3.31 0.82 0.72
C7 -3.94 -0.34 1.19
H2 -3.56 -1.29 0.85
C8 -2.19 0.61 -0.22
O2 -2.01 -0.41 -0.85
N1 -1.31 1.66 -0.35
C9 -0.25 1.59 -1.21
N2 0.62 2.54 -1.35
N3 1.56 2.25 -2.24
C10 1.41 1.10 -2.79
S1 0.04 0.19 -2.21
S2 2.52 0.34 -3.96
O3 3.45 1.30 -4.44
O4 1.72 -0.40 -4.89
N4 3.27 -0.80 -3.01
C11 3.77 -0.50 -1.75
C12 3.78 -1.46 -0.75
C13 4.29 -1.18 0.51
C14 4.77 0.10 0.77
C15 4.76 1.06 -0.23
C16 4.27 0.78 -1.49
H3 4.26 1.52 -2.27
H4 5.14 2.05 -0.02
H5 5.16 0.34 1.75
C17 4.32 -2.23 1.58
H6 5.29 -2.74 1.56
H7 4.19 -1.79 2.56
H8 3.55 -2.98 1.41
H9 3.40 -2.45 -0.96
H10 2.86 -1.72 -3.12
H11 -1.39 2.50 0.20
H12 -3.32 2.98 0.72
H13 -5.19 3.14 2.29
H14 -6.28 1.09 3.15
H15 -5.98 -3.26 2.74
H16 -5.40 -2.74 1.14

=====

5.
C15H17BCl29InNO as an isolated structure in a non-equilibrium geometry, computed with ωB97M-V/def2-TZVPD.

lowest unoccupied orbital energy: 0.05319 Ha
electronic energy: -388364.328 eV
orbital gap: 0.23485 hartree
total charge: -1
E_HOMO: -4.943 eV
maximum force: 6.5 eV/Å

Cartesian coordinates (Å):
C1 2.23 -1.12 4.24
B1 3.62 -0.78 3.42
O1 4.95 -0.55 4.05
In1 3.59 -0.61 1.11
Cl1 1.76 -1.97 0.08
Cl2 5.79 -1.35 0.21
C2 3.22 1.64 0.72
C3 1.67 2.10 0.89
C4 1.38 3.73 0.67
C5 2.78 4.54 0.30
C6 4.26 3.87 0.13
N1 4.44 2.40 0.35
H1 2.19 -2.25 4.56
H2 2.14 -0.37 5.15
H3 1.33 -0.84 3.51
H4 5.17 0.41 3.78
H5 0.81 1.36 1.20
H6 0.33 4.23 0.78
H7 2.70 5.71 0.14
H8 5.20 4.55 -0.14
C7 -1.87 2.15 3.17
Cl3 -0.31 2.06 2.33
Cl4 -1.66 1.85 4.90
Cl5 -2.63 3.73 2.90
H9 -2.53 1.38 2.76
C8 -0.60 0.75 -2.41
Cl6 0.43 1.42 -1.14
Cl7 -1.72 1.98 -3.03
Cl8 0.38 0.08 -3.73
H10 -1.19 -0.07 -1.98
C9 2.74 -2.75 -3.78
Cl9 4.13 -2.76 -2.68
Cl10 3.21 -2.16 -5.38
Cl11 2.03 -4.38 -3.89
H11 1.98 -2.08 -3.37
C10 -0.71 -2.44 6.36
Cl12 -0.69 -2.46 4.59
Cl13 -0.14 -3.99 7.00
Cl14 0.27 -1.11 6.98
H12 -1.74 -2.29 6.69
C11 -5.82 -0.14 2.36
Cl15 -5.22 -1.40 1.27
Cl16 -5.76 -0.69 4.04
Cl17 -4.88 1.35 2.16
H13 -6.86 0.08 2.10
C12 -1.50 -5.18 -5.37
Cl18 -1.06 -3.59 -4.73
Cl19 -0.29 -6.39 -4.92
Cl20 -3.11 -5.66 -4.79
H14 -1.54 -5.12 -6.46
C13 -4.84 0.73 -4.99
Cl21 -4.39 2.33 -4.35
Cl22 -3.63 -0.48 -4.53
Cl23 -6.44 0.26 -4.41
H15 -4.87 0.80 -6.08
C14 7.04 -3.26 -4.98
Cl24 7.06 -3.28 -6.75
Cl25 7.61 -4.81 -4.33
Cl26 8.02 -1.93 -4.36
H16 6.01 -3.11 -4.65
C15 -6.94 5.26 2.41
Cl27 -7.31 3.70 1.67
Cl28 -7.54 5.33 4.08
Cl29 -5.19 5.57 2.36
H17 -7.44 6.04 1.83

=====

6.
C31H24HgI2N7O5S as an isolated structure in a non-equilibrium geometry, computed with ωB97M-V/def2-TZVPD.

2S+1: 2
lowest unoccupied orbital energy (spin up / spin down): 0.14595 / 0.14590 Ha
<S²>: 0.77
electronic energy: -84418.614 eV
orbital gap (spin up / spin down): 0.11505 / 0.19095 hartree
total charge: -2
E_HOMO (spin up / spin down): 0.841 / -1.226 eV
maximum force: 1.4 eV/Å

Cartesian coordinates (Å):
Hg1 0.18 -1.05 0.85
N1 -2.65 -0.70 1.00
N2 -3.76 -1.16 0.32
C1 -3.70 -2.07 -0.68
N3 -4.96 -2.41 -1.17
S1 -2.33 -2.75 -1.29
H1 -2.63 -1.02 1.96
H2 -2.55 0.31 0.93
H3 -4.68 -0.95 0.68
H4 -5.61 -1.64 -1.23
H5 -4.87 -2.92 -2.03
O1 3.25 0.43 3.58
C2 2.16 0.19 3.05
O2 1.96 -0.54 2.04
C3 0.95 0.88 3.71
C4 1.20 1.74 4.79
C5 0.15 2.38 5.40
C6 -1.14 2.16 4.92
C7 -1.29 1.29 3.85
N4 -0.28 0.66 3.26
H6 2.22 1.86 5.10
H7 0.32 3.05 6.24
H8 -2.00 2.65 5.36
H9 -2.28 1.11 3.45
I1 2.80 -4.66 -1.89
C8 1.74 -4.90 -0.09
C9 1.79 -6.12 0.57
C10 1.08 -6.26 1.75
I2 1.18 -8.16 2.70
C11 0.32 -5.22 2.31
C12 -0.43 -5.30 3.52
C13 -1.12 -4.17 3.98
C14 -1.07 -3.00 3.26
N5 -0.39 -2.88 2.10
C15 0.30 -3.97 1.62
C16 1.02 -3.79 0.38
O3 1.01 -2.67 -0.26
H10 2.38 -6.93 0.18
H11 -0.45 -6.22 4.09
H12 -1.68 -4.21 4.90
H13 -1.57 -2.11 3.62
O4 -1.88 2.08 0.49
C17 -0.95 1.87 -0.28
N6 -0.53 2.78 -1.22
C18 0.46 2.24 -2.11
C19 0.64 0.83 -1.44
O5 1.42 -0.01 -1.83
N7 -0.22 0.72 -0.40
C20 1.76 3.04 -2.12
C21 3.01 2.42 -2.25
C22 4.17 3.16 -2.23
C23 4.13 4.54 -2.08
C24 2.90 5.17 -1.97
C25 1.73 4.42 -1.99
C26 -0.06 2.11 -3.54
C27 -0.91 3.08 -4.07
C28 -1.41 2.97 -5.35
C29 -1.07 1.89 -6.15
C30 -0.22 0.92 -5.64
C31 0.29 1.03 -4.35
H14 -0.93 3.70 -1.27
H15 3.05 1.34 -2.34
H16 5.13 2.66 -2.30
H17 5.04 5.12 -2.05
H18 2.84 6.25 -1.87
H19 0.78 4.94 -1.90
H20 -1.19 3.94 -3.47
H21 -2.07 3.74 -5.74
H22 -1.48 1.80 -7.15
H23 0.05 0.06 -6.25
H24 0.94 0.26 -3.96

=====

7.
The molecule C18H21N3O5, computed with ωB97M-V/def2-TZVPD.

lowest unoccupied orbital energy: -0.01877 Ha
electronic energy: -33715.279 eV
orbital gap: 0.26560 hartree
total charge: 0
E_HOMO: -7.738 eV
maximum force: 0.9 eV/Å
structure (SMILES): CCN1C(=O)NC(=O)/C(=C\c2ccc(N3CCOCC3)cc2OC)C1=O

Cartesian coordinates (Å):
C1 4.22 5.65 -0.36
H1 4.39 5.71 0.71
C2 4.53 4.25 -0.87
N1 3.67 3.26 -0.24
C3 4.12 2.71 0.94
O1 5.19 2.96 1.43
N2 3.24 1.84 1.55
C4 1.99 1.43 1.11
O2 1.29 0.77 1.85
C5 1.62 1.94 -0.20
C6 0.47 1.61 -0.87
C7 -0.46 0.57 -0.59
C8 -1.82 0.80 -0.84
C9 -2.79 -0.10 -0.50
C10 -2.45 -1.33 0.09
N3 -3.43 -2.19 0.52
C11 -3.14 -3.37 1.31
C12 -3.03 -4.61 0.41
H2 -2.90 -5.52 1.00
O3 -4.23 -4.78 -0.32
C13 -4.54 -3.65 -1.09
C14 -4.66 -2.39 -0.21
H3 -5.48 -2.52 0.51
H4 -4.88 -1.53 -0.85
H5 -3.76 -3.48 -1.84
H6 -5.48 -3.86 -1.59
H7 -2.19 -4.49 -0.29
H8 -2.23 -3.23 1.90
H9 -3.98 -3.52 2.00
C15 -1.09 -1.62 0.25
C16 -0.10 -0.71 -0.08
O4 1.22 -0.99 -0.07
C17 1.67 -2.19 0.50
H10 1.32 -3.07 -0.06
H11 2.75 -2.15 0.46
H12 1.35 -2.27 1.55
H13 -0.79 -2.58 0.63
H14 -3.83 0.16 -0.65
H15 -2.11 1.75 -1.26
H16 0.23 2.25 -1.71
C18 2.45 2.98 -0.84
O5 2.13 3.55 -1.86
H17 3.53 1.49 2.45
H18 5.56 3.98 -0.64
H19 4.35 4.19 -1.95
H20 4.87 6.37 -0.85
H21 3.19 5.91 -0.58

=====

8.
The molecule C9H17NOS in a non-equilibrium geometry, computed with ωB97M-V/def2-TZVPD.

lowest unoccupied orbital energy: 0.01510 Ha
electronic energy: -23972.283 eV
orbital gap: 0.29826 hartree
total charge: 0
E_HOMO: -7.705 eV
maximum force: 3.9 eV/Å
structure (SMILES): C=[SH](=C)/C(=N\C=C\CC)OCC

Cartesian coordinates (Å):
C1 0.00 2.19 2.33
C2 0.75 -0.38 3.58
C3 -2.13 -0.10 -0.60
C4 -0.90 0.39 -0.85
C5 1.10 -0.24 0.17
C6 -4.43 -0.04 -1.79
C7 4.51 -1.16 -0.92
C8 -3.34 0.61 -0.90
C9 3.02 -1.11 -1.09
N1 0.28 -0.28 -0.73
O1 2.34 -0.60 0.17
S1 0.79 0.80 1.89
H1 -0.16 2.86 1.51
H2 -0.89 2.05 2.86
H3 1.38 -1.16 3.34
H4 -0.28 -0.79 3.37
H5 -2.24 -1.02 -0.03
H6 -0.87 1.37 -1.28
H7 -5.15 0.78 -1.84
H8 -4.89 -0.95 -1.41
H9 -4.01 -0.34 -2.83
H10 4.75 -2.10 -0.40
H11 5.09 -1.03 -1.86
H12 4.73 -0.52 -0.10
H13 -3.84 0.72 0.04
H14 -3.00 1.49 -1.26
H15 2.55 -2.02 -1.45
H16 2.79 -0.44 -1.82
H17 2.04 1.01 1.92

=====

9.
The molecule C3H7FN2O in a non-equilibrium geometry, computed with ωB97M-V/def2-TZVPD.

lowest unoccupied orbital energy: 0.03365 Ha
electronic energy: -10967.467 eV
orbital gap: 0.36776 hartree
total charge: 0
E_HOMO: -9.092 eV
maximum force: 5.4 eV/Å
structure (SMILES): C[C@H](F)C(=O)NN

Cartesian coordinates (Å):
C1 0.70 0.34 0.23
C2 -1.35 0.41 -1.71
C3 -0.20 -0.42 -1.25
N1 0.86 -0.08 2.63
N2 0.45 -0.39 1.31
O1 1.33 1.32 0.03
F1 -0.52 -1.70 -0.81
H1 -1.31 0.22 -2.75
H2 -0.98 1.43 -1.58
H3 -2.03 0.12 -1.02
H4 0.65 -0.57 -1.96
H5 1.74 -0.70 2.88
H6 1.15 0.86 2.69
H7 -0.48 -0.85 1.31

=====

Q: total charge of number 8 (C9H17NOS)?
A: 0

=====

Q: The highest electronic energy belongs to which entry?
A: C3H7FN2O

=====

Q: The lowest total charge belongs to which entry?
A: C31H24HgI2N7O5S

=====

Q: Which value of maximum force does entry 2 give?
A: 0.5 eV/Å